The following is a quantum chemistry calculation of a 10-piece molecular cluster, C20H59BF3N18O10 overall at a distorted geometry, from OMol25.

Geometry (Å):
H 1.17 -2.00 1.52
N 4.59 -0.31 -4.08
O -6.34 -3.26 4.38
F -7.76 1.97 -2.20
O -6.60 0.07 -2.00
N -5.73 -2.97 6.54
C -4.95 -2.15 1.69
H -3.62 0.01 -2.67
H -9.60 -6.06 0.33
H 2.29 -0.22 -0.29
C 7.83 -3.25 0.66
O 3.82 4.90 0.59
H 0.68 -0.39 -1.19
H -5.03 0.19 -4.78
H 3.45 1.44 1.35
H -1.26 -1.32 -1.37
H 6.64 5.25 5.53
C -4.45 -0.88 0.83
H 9.73 6.07 -0.06
O 5.55 6.42 3.63
H -3.42 -0.54 1.21
N 6.10 1.42 -0.43
H -4.01 -2.64 2.13
H 6.63 0.80 -1.02
H 4.57 2.73 1.07
H -5.13 0.47 -6.49
C -6.17 -1.08 -1.19
H -0.40 -3.58 0.70
C -3.89 -2.45 -1.39
C 4.97 0.91 0.13
N 4.89 5.71 -1.23
N 6.07 4.65 4.96
C 1.15 -2.02 0.37
N -7.85 -2.45 5.85
H 0.75 0.16 0.63
H -6.40 -2.02 -1.82
O 7.40 3.97 -0.55
H -2.20 -3.88 -1.25
H 9.08 5.04 1.93
C -2.61 -3.02 -0.61
C -0.09 -2.89 -0.17
H -8.11 -2.17 6.78
C 1.17 -0.52 -0.18
H -2.71 0.41 -1.12
C 3.74 -1.36 -3.91
O 8.85 -3.12 1.33
N 3.28 6.96 -0.18
H 7.81 3.86 1.89
H -5.50 -2.87 1.00
H -5.94 -2.69 7.48
H 5.99 3.68 5.19
H 3.89 -1.20 -1.83
H -8.54 -2.40 5.12
H -8.25 -5.75 2.21
H -4.32 1.21 -1.42
B -4.53 -1.05 -0.80
H 3.40 7.71 -0.83
N 3.49 -1.68 -2.62
C -6.62 -2.91 5.51
H 2.86 -2.45 -2.45
H -7.61 -4.17 2.55
N 4.69 4.38 3.15
H -5.58 -1.78 2.56
H -4.64 -3.30 -1.52
H 5.04 6.44 -1.90
H 6.53 -4.59 -0.27
C 8.23 4.62 0.07
H -1.82 1.66 -6.73
H 5.01 0.19 -3.32
H 2.60 7.06 0.56
H 6.42 2.36 -0.29
C 5.44 5.23 3.89
N -4.60 0.50 -5.64
H 7.40 -1.28 0.54
H -2.87 -3.50 0.39
H -4.80 -3.30 6.32
N 7.08 -2.19 0.27
N 4.29 1.78 0.91
H 6.24 -2.27 -0.28
H 0.15 -3.56 -1.04
H 2.11 -2.52 0.04
F -8.52 0.46 -0.74
H -1.50 -1.30 0.44
H 4.81 -0.04 -5.02
H 5.43 4.86 -1.29
C -3.76 0.21 -1.54
H -9.95 -4.71 -0.69
N 9.05 5.52 -0.54
H 4.58 3.41 3.35
C -3.31 0.93 -5.56
C -7.34 0.98 -1.28
N -8.16 -4.78 1.96
H 4.20 4.78 2.34
O -2.69 0.95 -4.52
N -9.50 -5.09 0.12
H 8.95 5.63 -1.54
N 7.36 -4.46 0.27
H -3.52 -2.21 -2.46
O -8.65 -3.04 0.60
C -8.76 -4.23 0.88
H -5.16 -0.02 1.10
H 7.89 -5.27 0.55
C 3.99 5.80 -0.22
N 8.40 4.51 1.40
C -1.41 -1.99 -0.45
O 4.60 -0.25 -0.05
O 3.24 -1.96 -4.85
N -2.77 1.34 -6.75
H -3.27 1.33 -7.62
F -6.59 1.67 -0.32
H -6.77 -1.22 -0.23

As for the charge: -1. As for the strongest force on any atom: 3.64 eV/Å. The value obtained for the total energy is -77832.2678 eV. As for the LUMO energy: 0.047 Ha. For the orbital gap, the calculation gives 5.6 eV.